--- P ---
22
Properties=species:S:1:pos:R:3 method="wB97M-V/def2-TZVPD" orbital_gap_ev=10.1 charge=+1 lumo_energy_ha=-0.097
C 0.8151 -1.5678 1.5950
C 1.6298 -0.5883 1.9733
N -0.5935 -1.4449 1.5125
H 1.2382 -2.4820 1.1960
H 2.6907 -0.6715 1.8028
H 1.2429 0.3139 2.4357
H -0.9856 -1.0301 2.3516
H -0.1417 0.1986 0.2910
H -1.0602 -2.3251 1.3406
C -0.2506 -0.5991 -1.5734
N -0.2966 0.5710 -0.6566
C 0.7675 1.5571 -0.9937
C -1.6410 1.2145 -0.6686
H 0.6763 -1.1391 -1.3688
H -0.1885 -0.2366 -2.5953
H -1.0676 -1.2758 -1.3577
H 0.9181 2.2165 -0.1444
H 1.6770 1.0257 -1.2555
H 0.4494 2.1445 -1.8533
H -1.5739 2.2041 -0.2243
H -2.3397 0.6041 -0.1046
H -1.9660 1.3102 -1.7024

--- Q ---
22
Properties=species:S:1:pos:R:3 method="wB97M-V/def2-TZVPD" orbital_gap_ev=9.5 charge=+1 lumo_energy_ha=-0.111
C 0.7073 0.8642 2.9961
C 0.8523 -0.6089 2.7316
N 0.9510 -0.9122 1.2553
H -0.2766 1.2457 2.7251
H 0.8408 1.0367 4.0641
H 1.4441 1.4797 2.4751
H 1.7431 -1.0633 3.1615
H -0.0235 -1.1676 3.0618
H 1.8132 -0.5402 0.8683
H 0.9627 -1.9016 1.0481
C -0.1375 -0.1474 -3.7170
C -0.9181 -0.1899 -2.4299
C -0.7111 0.6660 -1.4376
N -1.0378 0.4158 -0.0522
H 0.3082 0.8391 -3.8424
H 0.6687 -0.8803 -3.7128
H -0.7510 -0.3801 -4.5885
H -1.5777 -1.0449 -2.3008
H -0.2048 1.6154 -1.5729
H -1.8156 -0.2428 0.0170
H 0.1482 -0.4279 0.6501
H -1.4072 1.2735 0.3522

Which structure is most stable, and how do the rest compare? From most to least stable: Q, P.

--- P ---
12
Properties=species:S:1:pos:R:3 method="wB97M-V/def2-TZVPD" orbital_gap_ev=9.5 charge=0 lumo_energy_ha=0.016
O -2.2041 -0.0585 0.8811
C -1.4957 -0.6372 0.0577
C -0.4884 0.0189 -0.9293
O 0.4709 -0.9695 -1.1955
N 1.0605 -1.5224 -0.0190
C 1.1653 -0.6928 0.9229
N 0.9790 0.6660 0.9966
S 0.2948 1.4869 -0.3980
H -1.5668 -1.7618 -0.0959
H -1.0897 0.1528 -1.8503
H 1.6596 -1.1304 1.7419
H 0.7812 1.0356 1.9357

--- Q ---
12
Properties=species:S:1:pos:R:3 method="wB97M-V/def2-TZVPD" orbital_gap_ev=8.3 charge=0 lumo_energy_ha=-0.035
O -1.2956 -0.2874 -1.9739
N -0.3668 -1.1478 -1.3450
C 0.2959 -0.6727 -0.3837
C 1.4166 -1.5149 0.1983
O 1.7324 -0.6899 1.3941
N 1.0077 0.5977 1.2063
C 0.0018 0.4440 0.3675
S -1.3295 1.5170 0.2456
H -1.4053 0.5805 -1.4370
H 2.2162 -1.4556 -0.5533
H 1.1056 -2.5106 0.5343
H 1.0895 1.2448 2.0438

--- R ---
12
Properties=species:S:1:pos:R:3 method="wB97M-V/def2-TZVPD" orbital_gap_ev=9.2 charge=0 lumo_energy_ha=0.016
O 0.0078 -0.3252 1.7167
N -0.6919 0.9320 1.5953
C -0.8127 1.3800 0.3436
C -0.0368 0.7197 -0.6656
O 1.2496 0.1146 0.0081
N 1.3469 -1.2084 -0.2134
C 0.5664 -1.6440 -1.1628
S -0.8401 -0.6395 -1.6388
H -0.4458 -0.5747 2.6209
H -1.4542 2.3436 0.1684
H 0.2430 1.6239 -1.2882
H 0.8680 -2.7221 -1.4842

Which structure is most stable, and how do the rest compare? From most to least stable: P, Q, R.